Here is an isolated ion of composition C5H11N3 and charge +2 at a distorted geometry from the OMol25 dataset. Energies are from ωB97M-V/def2-TZVPD.

Element x y z (Å)
1 C 2.37 -0.34 -0.41
2 C 0.15 -0.97 0.00
3 C -0.14 0.45 0.15
4 C -1.05 0.65 1.43
5 C -0.85 1.27 -1.07
6 N 1.14 1.14 0.32
7 N 1.49 -1.24 -0.43
8 N -0.71 -1.95 0.16
9 H 3.32 -0.20 -0.76
10 H -1.21 -0.38 1.86
11 H -2.02 1.06 1.16
12 H -0.44 1.32 2.16
13 H -1.02 2.16 -0.63
14 H -1.72 0.65 -1.29
15 H -0.21 1.22 -2.03
16 H 1.38 1.90 -0.31
17 H 1.68 -2.10 -0.78
18 H -1.54 -1.79 0.67
19 H -0.62 -2.86 -0.19

The value obtained for the highest occupied orbital energy is -19.1 eV. Its total charge is +2. The energy above the lowest of the compared OMol25 structures with the same formula, charge and spin comes out at 7.208 eV. The lowest unoccupied orbital energy comes out at -11.1 eV.

Atom charges from the natural (NBO) analysis, given in e for atoms 1 to 5: C 0.5002; C 0.6291; C -0.0684; C -0.5800; C -0.5087